1.
Here is a cluster of 10 separate species, C25H66BN2O11S9 in total from the Open Molecules 2025 dataset. Energies are from ωB97M-V/def2-TZVPD.

XYZ file:
```
114
Properties=species:S:1:pos:R:3
C 5.7247 -1.9657 -2.1163
C 4.3009 -2.4605 -2.2281
O 3.3943 -1.3301 -2.2530
C 2.1432 -1.6295 -2.0673
C 1.6102 -2.9128 -2.1212
C 0.2490 -3.0091 -1.8843
N -0.5103 -1.9610 -1.6262
B -2.0239 -2.1267 -1.3446
C -3.0795 -2.0391 -2.4589
O -2.3720 -2.3780 -0.0681
N -0.0584 -0.6974 -1.5988
C 1.2233 -0.5922 -1.8144
H 5.7614 -1.1082 -1.4538
H 6.3198 -2.7593 -1.6906
H 6.1303 -1.7139 -3.0855
H 4.1140 -3.1240 -1.3864
H 4.2017 -3.0413 -3.1411
H 2.2113 -3.7782 -2.3115
H -0.2282 -3.9770 -1.9157
H -3.5301 -3.0150 -2.6273
H -2.7221 -1.6784 -3.4168
H -3.8892 -1.3862 -2.1406
H -1.6279 -2.6903 0.4570
H 1.6195 0.4140 -1.8053
C -6.5684 -4.4314 -5.2962
S -6.2803 -2.6598 -5.1797
O -4.8414 -2.4796 -4.8265
C -7.2192 -2.4071 -3.6784
H -6.0233 -4.8064 -6.1603
H -6.2086 -4.9232 -4.3919
H -7.6340 -4.6147 -5.4303
H -6.8165 -3.0402 -2.8846
H -8.2665 -2.6501 -3.8604
H -7.1290 -1.3507 -3.4090
C -7.8459 1.6007 -1.6248
S -8.0857 1.6309 -3.4016
O -7.1657 0.6033 -3.9786
C -7.3178 3.2298 -3.6798
H -8.2189 0.6550 -1.2435
H -6.7864 1.6900 -1.3955
H -8.4038 2.4174 -1.1691
H -6.2914 3.2105 -3.3132
H -7.8930 3.9993 -3.1655
H -7.3224 3.4253 -4.7500
C 8.8094 -0.1376 0.3201
S 9.5553 -1.2478 -0.8791
O 8.4632 -2.1376 -1.3787
C 10.5108 -2.2024 0.2982
H 8.1313 0.5276 -0.2105
H 8.2517 -0.7119 1.0602
H 9.5913 0.4487 0.8020
H 9.8446 -2.6426 1.0404
H 11.2432 -1.5591 0.7835
H 11.0299 -2.9896 -0.2420
C 3.6265 -1.9026 1.5235
S 3.9474 -0.1335 1.6125
O 5.3976 0.0388 1.8573
C 3.1087 0.1221 3.1805
H 4.1104 -2.2834 0.6267
H 4.0412 -2.3982 2.4013
H 2.5500 -2.0736 1.4639
H 3.5620 -0.5091 3.9446
H 2.0497 -0.1130 3.0700
H 3.2228 1.1687 3.4533
C -6.5753 2.9311 2.8065
S -5.9633 1.7168 1.6455
O -7.1412 0.9855 1.0961
C -5.2052 0.6479 2.8739
H -7.1253 3.6858 2.2484
H -7.2400 2.4482 3.5236
H -5.7341 3.4006 3.3173
H -5.9611 0.3176 3.5861
H -4.4121 1.1946 3.3842
H -4.7854 -0.2135 2.3575
C 3.2327 -5.3683 -6.9827
S 3.3267 -4.9379 -5.2446
O 4.7252 -4.5276 -4.9539
C 3.1230 -6.6117 -4.6185
H 3.3804 -4.4594 -7.5617
H 4.0149 -6.0882 -7.2210
H 2.2493 -5.7846 -7.2004
H 3.9122 -7.2492 -5.0156
H 2.1436 -6.9915 -4.9098
H 3.1935 -6.5785 -3.5325
C 10.2453 -6.1105 0.3434
S 10.5975 -5.3346 1.9267
O 11.9012 -4.6364 1.7939
C 10.9033 -6.8598 2.8250
H 10.0630 -5.3227 -0.3852
H 11.1004 -6.7103 0.0317
H 9.3553 -6.7331 0.4353
H 11.7160 -7.4077 2.3487
H 9.9940 -7.4606 2.8398
H 11.1843 -6.5982 3.8427
C -3.3363 7.2832 3.0638
S -3.5687 6.1070 4.3993
O -4.3469 4.9615 3.8394
C -4.7105 7.1176 5.3357
H -2.6741 6.8311 2.3281
H -4.2983 7.5102 2.6051
H -2.8809 8.1904 3.4595
H -5.5758 7.3614 4.7219
H -4.2118 8.0306 5.6538
H -5.0268 6.5500 6.2092
C -6.0358 11.0785 7.8436
S -6.2959 11.1289 6.0675
O -5.4044 10.0970 5.4677
C -5.5077 12.7205 5.8035
H -6.4230 10.1311 8.2124
H -4.9701 11.1505 8.0607
H -6.5771 11.9002 8.3117
H -4.4773 12.6824 6.1568
H -6.0652 13.4923 6.3336
H -5.5229 12.9287 4.7360
```

Results
Highest occupied orbital energy: -10.08 eV
Net charge: +1
LUMO level: -3.47 eV
Largest force on an atom: 1.58 eV Å⁻¹


2.
Here is a cluster of 3 separate species, C40H63F3N3O4Si in total from the Open Molecules 2025 dataset. Energies are from ωB97M-V/def2-TZVPD.

XYZ file:
```
114
Properties=species:S:1:pos:R:3
C -3.8623 -3.4851 4.8939
C -2.4516 -3.2785 4.0700
O -2.0987 -4.4109 3.1833
C -3.1339 -4.5432 2.1455
C -2.5739 -4.9172 0.6507
C -1.0341 -4.4446 0.3454
C -0.8172 -3.7206 -1.1072
C -1.4797 -2.2250 -1.2508
C -1.4550 -1.3146 0.1047
C -2.9372 -0.5460 -0.0099
C -2.6558 0.4963 1.2214
C -3.9503 0.8949 2.1272
C -5.4236 0.5018 1.1963
C -5.7176 1.5629 -0.1350
O -6.5696 1.5480 1.2779
N -1.3270 0.8269 1.2365
C -0.8230 1.8225 2.2789
C -0.6867 1.0024 3.6902
F -1.6769 3.0607 2.3722
C -0.5312 0.0800 0.1419
C -0.4236 0.8567 -1.2963
C -0.6722 2.4731 -1.2523
C -1.9202 3.0872 -2.1821
C -2.2487 4.7020 -2.2706
C -1.3315 5.7788 -1.4404
C -0.1153 5.2168 -0.4925
C 0.1999 3.5876 -0.4253
C 0.9343 -0.5813 0.6048
F 1.4828 -1.5184 -0.4462
F 0.8000 -1.3439 1.9025
C 2.1116 0.5271 0.8573
C 3.6568 -0.1109 0.7911
Si 4.6821 0.5502 -0.7153
C 3.6685 0.7833 -2.3345
C 6.1653 -0.6558 -1.0779
C 5.4092 2.2830 -0.1511
C 4.8686 3.7343 -0.7652
C 5.5929 5.1421 -0.2316
C 6.8282 5.1614 0.8823
C 7.2921 3.6669 1.4716
C 6.6252 2.2414 0.9900
H -4.5743 -2.5639 4.6344
H -3.6856 -3.4110 6.0719
H -4.4495 -4.4610 4.6194
H -1.6043 -3.0241 4.8564
H -2.6163 -2.3453 3.3517
H -3.8282 -5.4538 2.4806
H -3.8568 -3.6109 2.0836
H -2.5899 -6.1055 0.5667
H -3.2679 -4.5137 -0.2130
H -0.5536 -3.7627 1.1809
H -0.3664 -5.4343 0.3272
H -1.3439 -4.3963 -1.9347
H 0.3428 -3.7219 -1.3785
H -2.6301 -2.4016 -1.5173
H -1.0067 -1.7358 -2.2026
H -1.5984 -1.8418 1.1663
H -3.7080 -1.4394 0.1476
H -3.0859 0.0158 -1.0363
H -4.0486 2.0279 2.4022
H -4.0682 0.1680 3.0625
H -5.6938 -0.7160 1.0462
H -5.8247 0.5648 -0.7860
H -6.7262 1.9605 -0.5260
H 0.2634 2.2478 2.0238
H -1.1143 1.5486 4.6320
H -1.1940 -0.0689 3.6071
H 0.4795 0.7971 3.8406
H 0.6665 0.6232 -1.7198
H -1.1614 0.4321 -2.1334
H -2.6085 2.3725 -2.8435
H -3.1143 5.1507 -2.9580
H -1.4982 6.9599 -1.4873
H 0.5960 5.9416 0.1337
H 1.0918 3.2568 0.2560
H 2.0670 1.3256 0.0041
H 2.0356 0.9871 1.9505
H 3.6543 -1.2952 0.8824
H 4.2450 0.2603 1.7618
H 2.6629 1.3676 -2.1797
H 4.3323 1.4694 -3.0512
H 3.5422 -0.2384 -2.9190
H 5.7671 -1.7272 -1.3780
H 6.7321 -0.1783 -2.0126
H 6.9211 -0.6985 -0.1840
H 3.9841 3.7650 -1.5645
H 5.1773 6.1695 -0.6756
H 7.3444 6.1761 1.2326
H 8.1453 3.6631 2.2765
H 6.9821 1.1981 1.4427
C -4.8837 -8.8962 0.1791
O -5.1291 -7.7092 0.0067
N -3.8492 -9.5926 -0.4088
C -3.6269 -10.9999 -0.1513
C -2.9559 -8.8974 -1.3122
H -5.5000 -9.5207 0.8465
H -2.6293 -11.1272 0.2787
H -3.6931 -11.5468 -1.0961
H -4.3712 -11.3954 0.5453
H -2.4793 -8.0712 -0.7760
H -3.5376 -8.4887 -2.1438
H -2.1906 -9.5766 -1.6970
C 4.4697 8.6835 -2.2866
O 4.6341 8.1322 -1.2059
N 3.9873 8.0787 -3.4278
C 3.8220 8.8039 -4.6700
C 3.6343 6.6748 -3.3854
H 4.7062 9.7506 -2.4308
H 2.7695 8.7646 -4.9649
H 4.4380 8.3306 -5.4400
H 4.1252 9.8486 -4.5596
H 2.8573 6.5256 -2.6296
H 4.5172 6.0939 -3.1024
H 3.2693 6.3388 -4.3596
```

Results
Highest occupied orbital energy: -9.94 eV
Net charge: +1
LUMO level: -4.07 eV
Largest force on an atom: 6.66 eV Å⁻¹


3.
Here is a structure of composition C22H11Cl2NPbS7 from the Open Molecules 2025 dataset. Energies are from ωB97M-V/def2-TZVPD.

XYZ file:
```
44
Properties=species:S:1:pos:R:3
Pb 1.2811 0.5101 -0.1088
Cl 0.3384 2.7866 -3.0491
C -0.9719 2.3163 -4.0913
C -1.2175 3.1173 -5.1916
C -2.2417 2.8032 -6.0727
C -3.0040 1.6711 -5.8273
C -2.7408 0.8825 -4.7217
Cl -3.7535 -0.5274 -4.5162
C -1.7153 1.1493 -3.7793
S -1.3911 0.1681 -2.4064
H -0.5955 3.9883 -5.3526
H -2.4388 3.4251 -6.9366
H -3.8098 1.3903 -6.4933
S -0.2068 -3.6666 2.8038
C -1.4547 -3.6826 1.6049
C -2.5934 -4.4786 1.5345
C -3.4645 -4.2773 0.4778
C -3.1993 -3.3032 -0.4910
C -2.0644 -2.5171 -0.4267
C -1.1842 -2.7040 0.6386
N -0.0198 -1.9818 0.8517
C 0.5995 -2.3518 1.9155
C 1.8638 -1.7754 2.4112
C 2.4657 -2.3451 3.5379
C 3.6432 -1.8233 4.0392
C 4.2162 -0.7281 3.4002
C 3.6038 -0.1728 2.2844
C 2.4084 -0.6650 1.7476
H -2.7936 -5.2283 2.2897
H -4.3661 -4.8738 0.4078
H -3.8977 -3.1487 -1.3037
H -1.8677 -1.7511 -1.1700
H 2.0085 -3.1956 4.0352
H 4.1033 -2.2570 4.9193
H 5.1406 -0.3044 3.7797
H 4.0683 0.6894 1.8130
S 2.3856 6.8109 4.0431
C 2.1488 5.4482 3.1108
S 3.2490 4.8868 1.9255
C 2.3724 3.4740 1.3644
C 1.1926 3.2544 1.9873
S 0.0119 1.9934 1.7205
S 0.7773 4.4291 3.2221
S 3.1137 2.5648 0.0727
```

Results
Relative energy (zero: lowest compared OMol25 entry of this formula, charge and spin): 18.2 kJ/mol
Highest occupied orbital energy: -1.72 eV
Net charge: -2
LUMO level: 3.89 eV
Largest force on an atom: 0.35 eV Å⁻¹